Record 1
Formula: C3H13NO3
Source: OMol25
Level of theory: wB97M-V/def2-TZVPD

Results
Strongest force on any atom   1.62 eV Å⁻¹
Structure (SMILES)   CCNCO.O.O
Energy relative to the best compared isomer or geometry (same formula, charge and spin)   99.6 kJ/mol
HOMO-LUMO gap   0.3755 Eh
LUMO energy   0.602 eV

ORCA input file:
```
! RIJCOSX wB97M-V def2-TZVPD def2/J DEFGRID3
* xyz 0 1
C 1.88419 -0.01555 -0.94239
C 1.88958 0.52774 0.49384
N 0.86065 1.56616 0.68971
C -0.48097 1.13587 0.40139
O -1.11615 2.02249 -0.52150
H 2.91243 -0.16722 -1.27652
H 1.45135 0.73879 -1.60103
H 1.37773 -0.95654 -1.13816
H 1.78170 -0.26939 1.23198
H 2.84451 1.04684 0.58767
H 0.90846 1.95558 1.61205
H -1.19735 0.99403 1.22868
H -0.52101 0.11934 0.00599
H -0.41692 2.64584 -0.68332
O -1.56667 -1.01891 -1.77345
H -2.01629 -1.41340 -2.54044
H -2.01476 -0.18600 -1.61216
O -2.09940 -3.12467 2.26315
H -2.86478 -3.18581 1.68161
H -1.61630 -2.41519 1.89291
*
```

Record 2
Formula: CH5FO2SSi
Source: OMol25
Level of theory: wB97M-V/def2-TZVPD

Results
Strongest force on any atom   3.19 eV Å⁻¹
Structure (SMILES)   CS[Si](=O)O.F
Energy relative to the best compared isomer or geometry (same formula, charge and spin)   264.0 kJ/mol
HOMO-LUMO gap   0.3699 Eh
LUMO energy   -0.133 eV

ORCA input file:
```
! RIJCOSX wB97M-V def2-TZVPD def2/J DEFGRID3
* xyz 0 1
C -2.42515 -0.25470 0.06507
S -1.08017 -1.52443 0.18159
Si 0.77941 -0.45407 -0.06508
O 2.10550 -1.12097 -0.04136
O 0.44752 1.11652 -0.21966
H -2.74164 0.08835 -0.93794
H -2.06219 0.50869 0.79927
H -3.41452 -0.82858 0.27407
H 1.13986 1.77623 -0.11762
F 3.73691 0.78737 0.24883
H 3.51448 -0.09442 -0.18717
*
```

Record 3
Formula: C4H10OSi
Source: OMol25
Level of theory: wB97M-V/def2-TZVPD

Results
Strongest force on any atom   1.30 eV Å⁻¹
<S²>   2.01
Energy relative to the best compared isomer or geometry (same formula, charge and spin)   24.7 kJ/mol
HOMO-LUMO gap (spin up / spin down)   0.2594 / 0.3412 Eh
LUMO energy (spin up / spin down)   0.909 / -0.901 eV

ORCA input file:
```
! RIJCOSX wB97M-V def2-TZVPD def2/J DEFGRID3
* xyz 0 3
C -3.43115 0.28295 0.45684
C -2.58817 -0.59828 0.00246
C 1.47920 1.70051 -0.19461
C 1.55196 -1.44796 -0.98061
O 1.43706 -0.56335 1.65771
Si 0.95737 -0.08071 0.17959
H -4.51517 0.16711 0.41201
H -3.11672 1.19861 0.92900
H -2.79560 -1.53186 -0.48574
H 1.34458 1.94694 -1.24448
H 0.91302 2.42223 0.38671
H 2.53517 1.83928 0.04270
H 1.44649 -1.15827 -2.02078
H 2.59759 -1.68014 -0.79012
H 0.97867 -2.35643 -0.82832
H 1.20568 -0.14062 2.47765
*
```

Record 4
Formula: C17H16N2O3S2
Source: OMol25
Level of theory: wB97M-V/def2-TZVPD

Results
Strongest force on any atom   15.67 eV Å⁻¹
Energy relative to the best compared isomer or geometry (same formula, charge and spin)   1518.7 kJ/mol
HOMO-LUMO gap   0.2596 Eh
LUMO energy   -0.454 eV

ORCA input file:
```
! RIJCOSX wB97M-V def2-TZVPD def2/J DEFGRID3
* xyz 0 1
C -0.03269 -4.31292 1.53158
C -0.85204 -3.51188 0.96192
C -0.69620 -2.67946 -0.36384
N -0.59537 -1.37752 -0.13510
C -1.66674 -0.69202 -0.03735
N -1.63747 0.65760 0.45286
C -0.42299 1.11212 0.62026
C 0.79954 0.53360 0.07275
C 1.94285 1.35041 0.21279
C 1.72052 2.55987 0.65264
S -0.06820 3.08456 0.87790
H 2.25623 3.51764 0.70529
C 3.37561 0.71254 -0.04670
C 4.55698 1.44770 0.62294
C 5.54486 0.56700 -0.13207
C 4.85982 -0.32468 -0.72313
O 3.63828 -0.26293 -0.75743
C 5.42421 -1.40448 -1.66533
H 4.98268 -2.15387 -1.68584
H 6.47352 -1.50106 -1.39466
H 5.33908 -1.04699 -2.88009
H 6.48977 0.75573 0.33058
H 4.64803 2.25219 1.36822
C 0.63984 -0.85537 0.12864
O 1.58831 -1.54517 -0.41672
S -3.23130 -1.15909 -0.00053
C -4.31072 0.08827 0.41576
C -4.85585 1.15992 -0.81870
O -6.11869 1.32446 -0.68434
C -3.88811 1.20788 -1.83197
H -2.97007 1.72699 -1.55213
H -3.75907 0.28354 -2.54809
H -4.30927 1.99888 -2.58890
H -5.14885 -0.19468 1.04616
H -3.68389 0.88369 0.95763
H 0.07165 -2.92704 -0.82915
H -1.71925 -2.89005 -1.13097
H -1.91981 -3.28121 1.77562
H -0.22399 -4.77213 2.40715
H 0.71751 -4.37363 1.00891
*
```

Record 5
Formula: C6H6BrFO
Source: OMol25
Level of theory: wB97M-V/def2-TZVPD

Results
Strongest force on any atom   8.53 eV Å⁻¹
Structure (SMILES)   C=C(C=O)/C(F)=C(/C)Br
Energy relative to the best compared isomer or geometry (same formula, charge and spin)   201.6 kJ/mol
HOMO-LUMO gap (spin up / spin down)   0.2746 / 0.2838 Eh
LUMO energy (spin up / spin down)   -0.505 / -0.372 eV

ORCA input file:
```
! RIJCOSX wB97M-V def2-TZVPD def2/J DEFGRID3
* xyz 0 1
C 2.47747 0.09521 0.55628
C 1.21883 0.61290 0.28519
C 0.82212 1.98094 0.74867
O 1.34471 2.44646 1.73070
C 0.30464 -0.32648 -0.31899
F 0.75846 -1.35764 -0.96296
C -1.38676 -0.32446 -0.23944
C -2.18821 -1.41481 -0.89495
Br -2.30126 1.06989 0.60397
H 2.67250 -0.87494 0.35452
H 3.22286 0.78789 1.10682
H 0.11023 2.36033 0.09460
H -3.11467 -1.05833 -1.27064
H -2.29104 -2.20647 -0.15924
H -1.64987 -1.79049 -1.63451
*
```

Record 6
Formula: C15H16F6N2O8
Source: OMol25
Level of theory: wB97M-V/def2-TZVPD

Results
Strongest force on any atom   1.66 eV Å⁻¹
Structure (SMILES)   O=C1C=C(C(=O)C(F)(F)C(F)(F)C(F)(F)C(=O)O)C(=O)O1.CNC(C)=O.CNC(C)=O
HOMO-LUMO gap   0.2886 Eh
LUMO energy   -1.541 eV

ORCA input file:
```
! RIJCOSX wB97M-V def2-TZVPD def2/J DEFGRID3
* xyz 0 1
O -4.18639 1.07480 1.73994
C -3.12508 0.55071 1.58527
C -2.64335 -0.81416 1.93973
C -1.31817 -0.79013 1.99088
C -0.46665 -1.96457 2.33888
O -0.56559 -2.46209 3.43938
C 0.52564 -2.66422 1.35423
F -0.01538 -3.78990 0.87285
F 1.58449 -3.00581 2.10979
C 1.10268 -1.85381 0.17245
F 1.56191 -0.66123 0.61087
F 2.16864 -2.54313 -0.27372
C 0.14565 -1.64302 -1.03842
F 0.43720 -2.56658 -1.97257
F -1.13067 -1.81731 -0.68062
C 0.41076 -0.26830 -1.68697
O 1.31606 -0.14015 -2.46966
O -0.44120 0.72982 -1.33645
C -0.91451 0.61955 1.64606
O 0.08859 1.22199 1.88655
O -2.01261 1.19613 1.03670
H -3.24070 -1.68471 2.11810
H 0.07906 1.39638 -0.87083
C -3.98035 1.66256 -4.22613
N -3.56407 0.65871 -3.26443
C -4.18148 0.28614 -2.11661
C -5.47087 0.98425 -1.75949
O -3.69834 -0.58278 -1.40432
H -4.12141 1.20228 -5.20528
H -3.21220 2.43257 -4.31257
H -4.91035 2.12873 -3.92150
H -2.70852 0.15803 -3.44126
H -5.83527 0.57951 -0.82077
H -5.30756 2.05550 -1.63792
H -6.22435 0.81838 -2.53022
C 4.64882 -0.46704 1.07589
N 4.30007 0.79523 1.70328
C 5.13349 1.76829 2.16052
C 6.61855 1.53505 2.01165
O 4.68655 2.78272 2.66731
H 4.21306 -0.51316 0.07708
H 4.24878 -1.29380 1.66589
H 5.72389 -0.58162 0.99576
H 3.32368 1.01043 1.83270
H 7.14401 2.39251 2.41910
H 6.92543 0.64260 2.55822
H 6.88805 1.42464 0.96065
*
```

no.,E_tot (Eh)
1,-402.542487
2,-979.207368
3,-523.009024
4,-1788.473395
5,-2981.188334
6,-1891.817976